Model i:
{"formula": "C3H4ClN3", "method": "ωB97M-V with the def2-TZVPD basis set", "homo_ev": [-8.887, -8.888], "orbital_gap_ev": [7.23, 7.23], "e_lumo_ha": [-0.061, -0.061], "symbols": ["C", "C", "C", "N", "N", "N", "Cl", "H", "H", "H", "H"], "coordinates": [[1.9420, -0.1120, 0.4334], [1.3570, -1.4111, 0.1681], [-2.2147, 0.9960, -0.1768], [1.0258, 0.8273, 0.1366], [0.0955, -1.1379, -0.3069], [-0.0066, 0.1604, -0.2937], [-2.8574, -0.4931, 0.0799], [2.9273, 0.3171, 0.4846], [2.0022, -2.3087, 0.2832], [-2.3551, 1.3535, -1.3149], [-1.9162, 1.8085, 0.5066]], "lowdin_charge": [-0.19, -0.15, -0.42, -0.03, -0.04, -0.19, 0.71, 0.07, 0.09, 0.09, 0.05]}

Model ii:
{"formula": "C3H4ClN3", "method": "ωB97M-V with the def2-TZVPD basis set", "homo_ev": -8.810, "smiles": "Nc1[nH]ncc1Cl", "orbital_gap_ev": 9.59, "e_lumo_ha": 0.029, "symbols": ["N", "C", "N", "N", "C", "C", "Cl", "H", "H", "H", "H"], "coordinates": [[-0.3027, 1.8415, -0.0626], [0.0735, 0.4959, -0.0884], [1.3370, -0.0187, -0.0414], [1.3915, -1.3551, -0.0495], [0.1210, -1.7303, 0.0129], [-0.7342, -0.6145, -0.0182], [-2.4553, -0.5800, -0.0437], [-0.2734, 2.2787, 0.8603], [-1.2295, 1.9287, -0.4363], [2.2075, 0.5432, -0.2138], [-0.1353, -2.7893, 0.0807]], "lowdin_charge": [0.10, -0.39, 0.00, 0.02, -0.18, -0.66, 0.66, 0.10, 0.06, 0.18, 0.11]}

The least stable of them is model i.

Model i:
{"formula": "C5H13NSi", "method": "ωB97M-V with the def2-TZVPD basis set", "homo_ev": -8.804, "smiles": "C/C=C(/C)[Si@@H](C)N", "orbital_gap_ev": 9.81, "e_lumo_ha": 0.037, "symbols": ["C", "C", "C", "C", "Si", "C", "N", "H", "H", "H", "H", "H", "H", "H", "H", "H", "H", "H", "H", "H"], "coordinates": [[-0.1738, -2.5975, -0.6555], [-0.3391, -1.3607, -1.3964], [-0.0777, -0.1193, -0.9222], [-0.2175, 1.1161, -1.6770], [0.2717, 0.1609, 0.9753], [1.3579, 1.7342, 1.4294], [-1.1794, 0.9141, 1.4451], [-1.0117, -3.2645, -0.4279], [0.4455, -3.3618, -1.2538], [0.4377, -2.6148, 0.3100], [-0.7632, -1.3217, -2.3789], [-0.6461, 0.9435, -2.5817], [-0.7100, 1.8303, -1.0392], [0.7777, 1.5545, -2.0377], [0.5355, -1.3130, 1.7439], [1.4084, 1.6485, 2.4998], [2.3203, 1.5210, 1.0224], [0.5820, 2.3990, 1.1824], [-1.1094, 1.7784, 2.0430], [-1.9089, 0.3529, 1.7192]], "lowdin_charge": [-0.17, -0.20, -0.36, -0.14, 0.58, -0.17, -0.10, 0.07, 0.09, 0.03, 0.09, 0.03, 0.06, 0.11, 0.01, 0.01, 0.01, -0.01, 0.06, -0.01]}

Model ii:
{"formula": "C5H13NSi", "method": "ωB97M-V with the def2-TZVPD basis set", "homo_ev": [-7.273, -7.276], "orbital_gap_ev": [7.79, 7.79], "e_lumo_ha": [0.019, 0.019], "symbols": ["C", "C", "C", "C", "C", "N", "Si", "H", "H", "H", "H", "H", "H", "H", "H", "H", "H", "H", "H", "H"], "coordinates": [[-3.4549, 0.3171, -0.6294], [-2.4433, 0.0077, 0.0940], [0.2078, -2.5522, -0.5435], [0.5154, 2.6763, 0.6516], [1.2393, -1.4863, -0.1792], [1.1416, 1.3612, 0.6795], [0.4889, 0.2642, -0.4953], [-4.3715, -0.2546, -0.3621], [-3.4257, 0.8607, -1.5395], [-2.2830, -0.6431, 1.0387], [0.4228, -3.6821, -0.4739], [-0.6115, -2.4478, 0.0709], [-0.1115, -2.3311, -1.5401], [0.6009, 3.2468, 1.5385], [0.9803, 3.1662, -0.2548], [-0.5689, 2.4155, 0.3766], [2.1153, -1.3360, -0.9396], [1.5642, -1.7625, 0.7871], [1.5143, 1.0349, 1.5179], [0.6596, 0.7967, -1.9076]], "lowdin_charge": [-0.19, -0.14, -0.21, -0.20, -0.36, -0.25, 0.75, 0.05, 0.02, 0.03, 0.10, 0.01, 0.05, 0.06, 0.08, 0.05, 0.09, 0.04, 0.04, -0.02]}

Model iii:
{"formula": "C5H13NSi", "method": "ωB97M-V with the def2-TZVPD basis set", "homo_ev": [-7.486, -7.491], "orbital_gap_ev": [7.50, 7.51], "e_lumo_ha": [0.001, 0.001], "symbols": ["C", "C", "C", "C", "C", "N", "Si", "H", "H", "H", "H", "H", "H", "H", "H", "H", "H", "H", "H", "H"], "coordinates": [[1.8318, -0.2212, -0.0695], [0.5901, -0.7762, -0.1664], [2.0103, 1.2279, 0.2422], [0.4486, -2.2442, -0.4090], [-1.3327, 1.8843, -0.7248], [-2.4173, -0.8693, 0.1671], [-1.0684, 0.2092, 0.2220], [2.6025, -0.8961, 0.0959], [1.2101, 1.5067, 0.8200], [2.9947, 1.3254, 0.8812], [2.2206, 1.7631, -0.6175], [1.4358, -2.6830, -0.7622], [0.1072, -2.7620, 0.4603], [-0.1257, -2.3830, -1.3446], [-2.3683, 1.9921, -0.9718], [-1.1534, 2.8398, -0.1658], [-0.8594, 1.9091, -1.6570], [-2.1416, -1.6968, 0.7313], [-3.3288, -0.5866, 0.3267], [-0.6562, 0.4607, 2.9418]], "lowdin_charge": [-0.18, -0.37, -0.11, -0.15, -0.20, -0.08, 0.63, 0.08, -0.01, 0.12, 0.05, 0.09, 0.06, 0.08, 0.00, 0.05, 0.00, 0.05, 0.00, -0.11]}

The least stable of them is model ii.

Model i:
{"formula": "C3H8NO4", "method": "ωB97M-V with the def2-TZVPD basis set", "homo_ev": -13.230, "total_charge": 1, "orbital_gap_ev": 10.27, "e_lumo_ha": -0.109, "symbols": ["C", "C", "C", "N", "O", "O", "O", "O", "H", "H", "H", "H", "H", "H", "H", "H"], "coordinates": [[-0.5620, 0.1250, -1.2688], [1.6037, 1.3645, -0.9454], [-0.5939, -0.8385, 1.4293], [-1.6605, -1.5987, 1.6047], [-0.6358, 0.4241, -2.4856], [0.3896, -1.3130, 0.7991], [-0.5801, 0.3902, 1.7969], [0.5089, 0.5355, -0.5002], [2.1204, 0.7510, -1.5930], [2.2928, 1.4644, -0.0699], [1.2572, 2.3579, -1.3568], [-1.4469, -2.5419, 1.5835], [-1.4491, 0.0137, -2.9317], [-2.2678, -1.1646, 2.3766], [0.8873, -0.8876, 0.0696], [0.1362, 0.9181, 1.4918]], "lowdin_charge": [-0.13, 0.00, -0.55, 0.28, 0.14, 0.18, 0.23, -0.24, 0.07, 0.12, 0.13, 0.12, 0.19, 0.20, 0.12, 0.13]}

Model ii:
{"formula": "C3H8NO4", "method": "ωB97M-V with the def2-TZVPD basis set", "homo_ev": -13.303, "total_charge": 1, "orbital_gap_ev": 9.88, "e_lumo_ha": -0.126, "symbols": ["C", "C", "C", "N", "O", "O", "O", "O", "H", "H", "H", "H", "H", "H", "H", "H"], "coordinates": [[1.5253, -0.8097, -0.0537], [1.4798, 0.5669, -0.0827], [0.1865, -1.6718, -0.1354], [-2.1957, 0.9384, 0.0741], [2.4814, 1.4314, 0.0194], [0.3064, 1.2671, -0.3772], [-0.9721, -1.2095, -0.1441], [0.3495, -2.9481, -0.1720], [2.3113, -1.4880, 0.2547], [-2.7618, 0.3059, -0.3412], [-2.2105, 1.7826, -0.5188], [-2.4744, 1.2034, 1.1095], [3.1069, 1.2603, 0.7521], [0.4968, 2.2033, -0.4850], [-1.2140, 0.6067, -0.0912], [-0.4153, -3.4390, 0.1915]], "lowdin_charge": [0.12, -0.36, -0.46, 0.26, 0.13, 0.04, 0.01, 0.16, 0.12, 0.08, 0.15, 0.22, 0.16, 0.14, 0.06, 0.17]}

The least stable of them is model i.

Model i:
{"formula": "C2H3I3O2", "method": "ωB97M-V with the def2-TZVPD basis set", "homo_ev": [-8.271, -8.272], "orbital_gap_ev": [6.26, 6.26], "e_lumo_ha": [-0.074, -0.074], "symbols": ["C", "C", "O", "O", "I", "I", "I", "H", "H", "H"], "coordinates": [[-0.3828, 0.5474, -0.9536], [0.1475, -0.1772, 0.1473], [1.4414, 0.0541, 0.5052], [-0.3540, -1.4053, 0.4416], [0.7715, -0.1500, -2.7947], [-2.4781, 0.2800, -1.0369], [-1.1164, 1.4772, 2.2003], [-0.0548, 1.6350, -0.8602], [1.8474, -0.6732, 1.1383], [0.1784, -1.5879, 1.2127]], "lowdin_charge": [-1.13, -0.84, -0.02, 0.00, 0.72, 0.84, 0.05, 0.06, 0.20, 0.11]}

Model ii:
{"formula": "C2H3I3O2", "method": "ωB97M-V with the def2-TZVPD basis set", "homo_ev": -8.733, "smiles": "O/C(I)=C\\I.OI", "orbital_gap_ev": 7.95, "e_lumo_ha": -0.029, "symbols": ["O", "C", "I", "C", "I", "H", "H", "O", "I", "H"], "coordinates": [[-1.5541, 1.5361, 1.6694], [-0.7340, 1.0849, 0.6621], [0.8922, 2.2961, -0.0140], [-0.8830, -0.0622, -0.0318], [-2.4918, -1.3706, 0.1562], [-2.2203, 0.9423, 1.8765], [-0.1860, -0.2849, -0.8540], [2.1838, -1.5622, -1.6835], [2.2909, -1.7872, 0.2627], [2.7023, -0.7925, -2.0437]], "lowdin_charge": [-0.05, -0.89, 0.84, -0.80, 0.83, 0.01, -0.02, -0.79, 0.86, 0.02]}

The least stable of them is model ii.

Model i:
{"formula": "C2H10N2O2", "method": "ωB97M-V with the def2-TZVPD basis set", "homo_ev": -8.892, "smiles": "NCO.NCO", "orbital_gap_ev": 9.52, "e_lumo_ha": 0.023, "symbols": ["N", "C", "O", "H", "H", "H", "H", "H", "N", "C", "O", "H", "H", "H", "H", "H"], "coordinates": [[1.1155, 1.6840, -2.2118], [1.4873, 1.1211, -0.8970], [0.7604, 1.5811, 0.1283], [0.1162, 1.9798, -2.1945], [1.7592, 2.5275, -2.4721], [1.4620, 0.0659, -0.7198], [2.5531, 1.3938, -0.6751], [-0.1288, 1.0966, 0.3729], [-1.3272, -2.4859, 1.0696], [-0.6842, -1.2537, 1.1237], [-1.4137, -0.1223, 0.6161], [-1.9960, -2.7176, 1.7451], [-1.5343, -2.7607, 0.1883], [-0.3706, -1.1210, 2.1139], [0.1801, -1.2816, 0.4678], [-1.9790, 0.2931, 1.3447]], "lowdin_charge": [-0.01, -0.44, -0.11, 0.07, 0.10, 0.08, 0.12, 0.09, 0.07, -0.34, -0.10, 0.07, 0.04, 0.11, 0.11, 0.13]}

Model ii:
{"formula": "C2H10N2O2", "method": "ωB97M-V with the def2-TZVPD basis set", "homo_ev": -8.006, "smiles": "N/C=C\\N.O.O", "orbital_gap_ev": 8.76, "e_lumo_ha": 0.028, "symbols": ["N", "C", "C", "N", "H", "H", "H", "H", "H", "H", "O", "H", "H", "O", "H", "H"], "coordinates": [[0.6666, -1.4812, -2.2820], [0.0092, -0.2912, -1.8931], [-0.7899, -0.2439, -0.7590], [-0.6880, -1.0477, 0.3520], [0.1120, -2.4311, -2.4982], [1.6433, -1.6081, -2.2826], [-0.1654, 0.5781, -2.6503], [-1.6095, 0.4843, -0.5550], [-1.4837, -1.5196, 0.6661], [0.2031, -1.4667, 0.3892], [-0.7085, 2.9392, 0.7456], [-0.5706, 2.9891, -0.1855], [-0.0942, 3.7263, 1.0912], [1.0954, -0.1050, 3.6251], [2.0060, -0.2113, 3.3352], [0.3741, -0.3112, 2.9014]], "lowdin_charge": [-0.05, -0.25, -0.23, 0.04, 0.15, 0.03, 0.10, 0.10, 0.07, 0.07, -0.11, -0.01, 0.11, -0.12, 0.02, 0.08]}

The least stable of them is model ii.

Model i:
{"formula": "C2H10N2O2", "method": "ωB97M-V with the def2-TZVPD basis set", "homo_ev": -9.139, "smiles": "[H]/N=C/NC.O.O", "orbital_gap_ev": 10.08, "e_lumo_ha": 0.034, "symbols": ["H", "N", "C", "N", "C", "H", "H", "H", "H", "H", "O", "H", "H", "O", "H", "H"], "coordinates": [[2.3137, -1.6137, -0.7560], [1.5866, -1.0388, -0.3093], [0.7331, -0.7353, -1.2304], [-0.1642, 0.2572, -1.2049], [-1.3040, 0.1762, -2.1115], [0.9660, -1.1678, -2.2253], [-0.1596, 0.6717, -0.2689], [-1.3533, 1.0468, -2.7475], [-2.2918, -0.0408, -1.7066], [-1.0504, -0.6265, -2.8523], [0.5693, -0.5639, 2.6142], [1.4391, -0.6892, 2.9966], [0.6537, -0.9269, 1.7197], [-1.1463, 1.7217, 1.3983], [-0.3376, 1.4664, 1.8703], [-1.8176, 1.1332, 1.7690]], "lowdin_charge": [0.04, 0.04, -0.36, -0.04, -0.09, 0.12, 0.10, 0.07, 0.08, 0.09, -0.08, 0.04, -0.01, -0.07, 0.02, 0.05]}

Model ii:
{"formula": "C2H10N2O2", "method": "ωB97M-V with the def2-TZVPD basis set", "homo_ev": -9.762, "smiles": "NCO.NCO", "orbital_gap_ev": 10.42, "e_lumo_ha": 0.024, "symbols": ["N", "C", "O", "H", "H", "H", "H", "H", "N", "C", "O", "H", "H", "H", "H", "H"], "coordinates": [[-2.4944, 2.0429, 1.0258], [-1.5917, 0.9500, 1.3923], [-0.2535, 1.3336, 1.2459], [-2.1383, 2.3934, 0.1446], [-2.4565, 2.7775, 1.7276], [-1.9315, 0.6039, 2.3795], [-1.8934, 0.1185, 0.7354], [0.2920, 0.6072, 1.5732], [2.0372, -1.3376, -2.3301], [1.0831, -1.3524, -1.2784], [1.5704, -0.8673, -0.0099], [2.5388, -0.4569, -2.3594], [2.6167, -2.1580, -2.2883], [0.2094, -0.7268, -1.4583], [0.7091, -2.3582, -1.1262], [1.7026, -1.5697, 0.6264]], "lowdin_charge": [0.01, -0.39, -0.06, 0.06, 0.06, 0.11, 0.11, 0.07, 0.03, -0.35, -0.09, 0.08, 0.07, 0.11, 0.11, 0.07]}

The least stable of them is model ii.

Model i:
{"formula": "C3H5FN2S", "method": "ωB97M-V with the def2-TZVPD basis set", "homo_ev": -9.233, "smiles": "[H]/N=C(/NS)C(=C)F", "orbital_gap_ev": 9.76, "e_lumo_ha": 0.019, "symbols": ["H", "N", "C", "N", "S", "C", "C", "F", "H", "H", "H", "H"], "coordinates": [[-0.8829, -1.9107, -1.0256], [-0.5375, -1.7899, 0.0520], [-0.0216, -0.7178, 0.3237], [0.3079, -0.4952, 1.6220], [1.8447, 0.4509, 1.7028], [-0.2021, 0.5633, -0.4708], [-0.3409, 0.6162, -1.8312], [-0.3307, 1.6445, 0.2820], [-0.0178, -1.0901, 2.4639], [1.2711, 1.8976, 1.6224], [-0.7138, 1.4305, -2.5456], [-0.3763, -0.5994, -2.1955]], "lowdin_charge": [0.12, 0.13, -0.63, -0.33, 0.69, -0.38, 0.08, 0.00, 0.14, -0.02, 0.09, 0.12]}

Model ii:
{"formula": "C3H5FN2S", "method": "ωB97M-V with the def2-TZVPD basis set", "homo_ev": -8.588, "smiles": "[H]/N=C/N(S)/C=C\\F", "orbital_gap_ev": 9.25, "e_lumo_ha": 0.024, "symbols": ["H", "N", "C", "N", "S", "C", "C", "F", "H", "H", "H", "H"], "coordinates": [[2.5961, -1.9329, 1.6131], [1.9352, -1.1636, 1.4721], [1.3774, -1.2067, 0.3505], [0.3957, -0.2905, -0.0045], [-0.1740, -0.3218, -1.6558], [0.1280, 0.7451, 0.8221], [-1.0074, 1.4821, 0.8802], [-2.1068, 1.1845, 0.1560], [1.4229, -1.9127, -0.5128], [-1.3896, -0.9393, -1.4612], [1.0061, 0.9498, 1.4209], [-1.1942, 2.3796, 1.4387]], "lowdin_charge": [0.06, 0.09, -0.36, -0.48, 0.82, -0.19, -0.13, -0.03, 0.10, -0.11, 0.11, 0.10]}

The least stable of them is model i.

Model i:
{"formula": "C9H19N", "method": "ωB97M-V with the def2-TZVPD basis set", "homo_ev": -9.153, "smiles": "CC(C)C(C)C.C#CCN", "orbital_gap_ev": 10.10, "e_lumo_ha": 0.035, "symbols": ["C", "C", "C", "C", "C", "C", "H", "H", "H", "H", "H", "H", "H", "H", "H", "H", "H", "H", "H", "H", "C", "C", "C", "N", "H", "H", "H", "H", "H"], "coordinates": [[-0.4320, 0.1872, 1.9708], [0.6705, -0.7116, 1.4602], [0.2566, -2.1213, 1.2491], [1.5560, -0.1265, -0.0726], [1.9297, 1.3370, 0.1054], [1.4719, -0.5093, -1.5467], [-0.1268, 1.2309, 2.0170], [-0.7097, -0.1216, 2.9817], [-1.3356, 0.1088, 1.3762], [1.5450, -0.6274, 2.1086], [-0.3913, -2.4935, 2.0417], [-0.3893, -2.1429, 0.3183], [1.1016, -2.7977, 1.1250], [2.4272, -0.7006, 0.2593], [2.7974, 1.5868, -0.5154], [1.1053, 1.9966, -0.1654], [2.1994, 1.5638, 1.1346], [1.2444, -1.5645, -1.6640], [0.7955, 0.1277, -2.1074], [2.4502, -0.3421, -2.0046], [-1.6056, -1.3631, -1.1026], [-1.3358, -0.1780, -1.0536], [-1.5301, 1.2698, -1.1271], [-2.9121, 1.6021, -0.7774], [-2.0502, -2.3246, -1.2187], [-0.8903, 1.7849, -0.4094], [-1.2043, 1.6210, -2.1206], [-3.0753, 2.5961, -0.8741], [-3.5620, 1.1121, -1.3882]], "lowdin_charge": [-0.10, -0.32, -0.11, -0.31, -0.11, -0.11, 0.07, 0.08, 0.06, 0.11, 0.08, 0.04, 0.08, 0.10, 0.08, 0.05, 0.07, 0.07, 0.05, 0.08, 0.10, -0.16, -0.30, 0.01, 0.05, 0.08, 0.12, 0.07, 0.07]}

Model ii:
{"formula": "C9H19N", "method": "ωB97M-V with the def2-TZVPD basis set", "homo_ev": -6.210, "orbital_gap_ev": 4.66, "e_lumo_ha": -0.057, "symbols": ["C", "C", "C", "C", "C", "C", "C", "C", "N", "C", "H", "H", "H", "H", "H", "H", "H", "H", "H", "H", "H", "H", "H", "H", "H", "H", "H", "H", "H"], "coordinates": [[-0.4843, 1.0619, -0.0926], [0.7747, -0.9509, -1.2192], [0.1134, 0.3672, -1.3717], [0.6096, 1.3179, 0.9563], [-1.0633, 2.4021, -0.5662], [2.2714, -0.9766, -1.2358], [0.7909, -2.3621, 1.0143], [-1.5749, 0.1550, 0.4974], [-1.5067, -1.1081, 0.0105], [-2.4380, 0.6346, 1.4319], [0.2932, -1.8123, -1.6586], [-2.1905, -1.7177, 0.4541], [-0.1407, -1.7482, 0.5797], [-0.7225, 0.2474, -2.0655], [0.8349, 1.0816, -1.7831], [1.4352, 1.8847, 0.5176], [-0.2832, 3.0222, -1.0127], [1.0031, 0.3875, 1.3584], [0.2013, 1.8938, 1.7861], [-1.8496, 2.2465, -1.3059], [-1.4946, 2.9544, 0.2670], [2.6836, -1.9467, -0.9631], [2.6008, -0.7731, -2.2644], [2.6959, -0.2038, -0.5941], [0.3212, -2.6756, 1.9491], [1.0363, -3.2397, 0.4206], [1.6840, -1.7938, 1.2510], [-3.1326, -0.0257, 1.9334], [-2.4687, 1.6774, 1.7055]], "lowdin_charge": [-0.48, -0.03, -0.14, -0.03, -0.05, -0.08, -0.07, -0.46, -0.02, 0.01, 0.12, 0.06, 0.02, 0.13, 0.13, 0.08, 0.08, 0.07, 0.09, 0.09, 0.08, 0.08, 0.11, 0.09, 0.04, 0.03, 0.01, 0.04, 0.03]}

The least stable of them is model ii.